# C41H33F3LuN5P

C41H33F3LuN5P as an isolated structure (wB97M-V/def2-TZVPD, OMol25).

Structure (XYZ):
```
84
C41H33F3LuN5P, DFT wB97M-V/def2-TZVPD
Lu 1.011 0.332 -1.108
C 2.255 -1.583 3.759
C 2.979 -1.318 2.612
C 2.550 -0.331 1.730
C 1.381 0.372 1.983
C 0.639 0.088 3.131
C 1.086 -0.871 4.017
N 0.889 1.290 1.004
C 0.552 2.519 1.405
C 0.987 3.060 2.669
C 0.633 4.301 3.082
C -0.227 5.142 2.320
C -0.663 4.688 1.125
C -0.277 3.406 0.614
N -0.818 3.133 -0.583
N -0.462 2.062 -1.206
C -1.160 1.790 -2.415
C -2.218 2.478 -2.981
C -2.706 1.966 -4.172
C -2.147 0.819 -4.733
C -1.100 0.196 -4.077
N -0.624 0.689 -2.934
H 2.590 -2.343 4.446
H 3.887 -1.862 2.399
H 3.152 -0.095 0.861
H -0.287 0.615 3.318
H 0.514 -1.078 4.908
H 1.649 2.467 3.282
H 1.025 4.662 4.023
H -0.512 6.114 2.693
H -1.312 5.276 0.494
H -2.623 3.360 -2.511
H -3.528 2.461 -4.668
H -2.519 0.407 -5.660
H -0.635 -0.707 -4.446
F 2.263 0.235 -3.027
C 2.474 -1.202 -2.841
F 1.092 -1.509 -2.633
F 2.746 -1.065 -1.288
C 5.137 3.682 -0.815
C 5.375 2.327 -0.966
C 4.294 1.467 -1.063
N 3.025 1.887 -1.001
C 2.807 3.198 -0.864
C 3.827 4.130 -0.771
H 5.961 4.379 -0.738
H 6.376 1.932 -1.015
H 4.442 0.406 -1.198
H 1.774 3.518 -0.831
H 3.588 5.176 -0.665
C -3.139 -3.050 -3.817
C -2.032 -3.760 -3.375
C -1.356 -3.360 -2.233
C -1.786 -2.250 -1.517
C -2.900 -1.543 -1.963
C -3.572 -1.940 -3.106
P -0.868 -1.566 -0.101
C -2.208 -0.988 0.973
C -3.191 -1.889 1.393
C -4.265 -1.453 2.148
C -4.380 -0.109 2.478
C -3.423 0.795 2.049
C -2.342 0.356 1.297
C -0.042 -2.931 0.753
C -0.419 -3.334 2.030
C 0.257 -4.364 2.665
C 1.315 -4.999 2.037
C 1.714 -4.583 0.773
C 1.046 -3.550 0.140
H -3.668 -3.367 -4.702
H -1.698 -4.632 -3.916
H -0.499 -3.936 -1.904
H -3.258 -0.677 -1.416
H -4.438 -1.386 -3.436
H -3.123 -2.934 1.118
H -5.017 -2.157 2.471
H -5.223 0.230 3.061
H -3.515 1.843 2.293
H -1.604 1.063 0.965
H -1.234 -2.844 2.544
H -0.047 -4.666 3.656
H 1.831 -5.807 2.529
H 2.548 -5.058 0.281
H 1.397 -3.219 -0.833
```

Calculated values
total charge: +1
relative energy (zero: lowest compared OMol25 entry of this formula, charge and spin): 0.0 kcal per mole
frontier orbital gap: 6.603 eV
maximum force: 1.1 eV/Å
E: -3732.34041 Eh